[1]
{
  "formula": "C21H24FeN2O2P2",
  "method": "ωB97M-V with the def2-TZVPD basis set",
  "symbols": ["C", "C", "C", "C", "C", "C", "C", "C", "C", "C", "C", "C", "C", "H", "H", "H", "H", "H", "H", "H", "N", "Fe", "C", "H", "H", "C", "H", "H", "P", "P", "C", "H", "H", "H", "C", "H", "H", "H", "C", "H", "H", "H", "C", "H", "H", "H", "C", "O", "H", "O", "C", "N"],
  "positions_angstrom": [[2.33631, -3.73865, -2.72302], [1.22978, -2.88832, -2.62895], [0.10479, -3.29346, -1.85494], [0.08154, -4.63585, -1.29353], [1.22780, -5.45525, -1.42651], [2.33950, -5.00497, -2.10833], [-1.05974, -5.01636, -0.58436], [-2.18920, -4.19356, -0.53526], [-2.09504, -2.87586, -1.14856], [-3.25024, -2.03508, -1.18971], [-4.38810, -2.42635, -0.48259], [-4.45685, -3.67622, 0.16842], [-3.38736, -4.54760, 0.13160], [3.22282, -3.40484, -3.26608], [1.21494, -6.44129, -0.95921], [3.22502, -5.63796, -2.17079], [-1.09922, -6.00303, -0.11678], [-5.23270, -1.73440, -0.44352], [-5.36845, -3.94434, 0.70402], [-3.43905, -5.52124, 0.62105], [-0.87564, -2.42530, -1.51669], [-0.26426, 0.07981, -0.66577], [1.21313, -1.51156, -3.25707], [0.26416, -1.32037, -3.78198], [2.03419, -1.40579, -3.96990], [-3.18549, -0.70650, -1.93745], [-2.61387, -0.81930, -2.87109], [-4.18926, -0.32125, -2.15198], [1.41948, -0.20308, -1.95001], [-2.28997, 0.61533, -0.98046], [-3.40822, 1.04983, 0.36467], [-2.94065, 1.84396, 0.96153], [-4.36808, 1.39991, -0.03838], [-3.56202, 0.17534, 1.00815], [-2.21028, 2.06696, -2.08723], [-3.22332, 2.41075, -2.33154], [-1.66235, 2.86025, -1.55949], [-1.66388, 1.81162, -3.00675], [3.03297, -0.51812, -1.16717], [3.84370, -0.53457, -1.90650], [3.25496, 0.26337, -0.42271], [3.00466, -1.48924, -0.65260], [1.56431, 1.36668, -2.86872], [1.79105, 2.17401, -2.15758], [2.37110, 1.27935, -3.60720], [0.60841, 1.58529, -3.36829], [-0.51689, -1.24292, 0.66783], [-1.36355, -1.42799, 1.52109], [0.51159, -1.74995, 0.57437], [1.45949, 2.80718, 2.06678], [0.91789, 2.16229, 1.22114], [0.38403, 1.50112, 0.36920]],
  "lowdin_spin": [0.0031, -0.0003, 0.0057, 0.0032, 0.0036, -0.0007, 0.0078, 0.0018, 0.0074, -0.0014, 0.0035, -0.0015, 0.0036, 0.0002, 0.0003, -0.0001, 0.0003, 0.0003, -0.0001, 0.0003, 0.0732, 3.6544, 0.0180, 0.0003, 0.0031, 0.0198, 0.0002, 0.0039, 0.0887, 0.1211, 0.0163, 0.0000, 0.0034, 0.0002, 0.0391, 0.0076, 0.0001, 0.0014, 0.0140, 0.0023, -0.0002, 0.0009, 0.0192, -0.0001, 0.0033, 0.0023, 0.3155, 0.1657, 0.0839, 0.0866, 0.0747, 0.1443],
  "e_lumo_ev": [-4.089, -4.297],
  "largest_force_ev_per_a": 4.3,
  "de_lowest_kj_mol": 0.0,
  "multiplicity": 6,
  "total_charge": 1
}

=====

[2]
{
  "formula": "C6H10",
  "method": "ωB97M-V with the def2-TZVPD basis set",
  "symbols": ["C", "C", "C", "C", "C", "C", "H", "H", "H", "H", "H", "H", "H", "H", "H", "H"],
  "positions_angstrom": [[1.50254, -0.35871, 0.88092], [0.45024, -1.09104, 0.06904], [-1.44826, -0.73365, -0.20909], [-1.43917, 0.74522, 0.26927], [-0.41757, 1.14144, -0.81952], [-0.26519, -0.35801, -1.07703], [1.93292, -1.02418, 1.63541], [1.09280, 0.51265, 1.40123], [2.31226, -0.00577, 0.23144], [0.79377, -2.05592, -0.31208], [-0.41039, -1.44354, 0.75077], [-2.44628, 1.15038, 0.11904], [-1.16872, 0.93404, 1.31372], [0.47576, 1.70599, -0.52628], [-0.88933, 1.65739, -1.66017], [-0.07539, -0.77628, -2.06668]],
  "mulliken_charge": [-1.2817, -0.1369, -0.7365, -0.3908, -0.7693, 0.0857, 0.3957, 0.2964, 0.3037, 0.4930, 0.1836, 0.3317, 0.2576, 0.2445, 0.2923, 0.4310],
  "e_lumo_ev": 1.035,
  "largest_force_ev_per_a": 0.3,
  "de_lowest_kj_mol": 408.9,
  "total_charge": 0
}

=====

[3]
{
  "formula": "C51H47F5IN5PPdSe",
  "method": "ωB97M-V with the def2-TZVPD basis set",
  "symbols": ["Pd", "I", "C", "C", "C", "C", "C", "C", "C", "C", "C", "P", "C", "C", "C", "C", "C", "C", "C", "C", "C", "C", "C", "C", "C", "H", "H", "H", "H", "H", "H", "H", "H", "H", "H", "H", "H", "H", "H", "H", "H", "F", "C", "F", "C", "F", "F", "F", "N", "C", "C", "C", "C", "C", "C", "N", "C", "C", "C", "C", "N", "C", "C", "H", "H", "H", "H", "H", "H", "H", "H", "H", "C", "C", "C", "C", "N", "C", "Se", "N", "C", "C", "C", "C", "C", "C", "C", "C", "C", "C", "H", "H", "H", "H", "H", "H", "H", "H", "H", "H", "H", "H", "H", "H", "H", "H", "H", "H", "H", "H", "H", "H"],
  "positions_angstrom": [[0.34492, 0.06412, 0.53424], [1.27287, -0.37358, -1.90083], [3.22063, 0.26930, -2.29451], [3.61689, -0.10324, -3.54670], [4.91919, 0.19711, -3.98571], [5.77509, 0.80955, -3.12578], [5.37184, 1.16993, -1.81742], [6.33177, 1.75233, -0.95414], [6.00433, 2.12224, 0.30867], [4.67887, 1.95817, 0.74869], [3.69205, 1.41066, -0.04884], [2.06942, 1.55484, 0.75859], [2.44290, 1.44201, 2.51184], [2.86900, 0.22219, 3.04085], [3.17390, 0.13030, 4.38703], [3.04021, 1.24555, 5.20941], [2.60571, 2.45429, 4.68670], [2.30460, 2.55750, 3.33523], [1.39314, 3.16676, 0.36389], [0.02925, 3.35200, 0.13614], [-0.45648, 4.60880, -0.18822], [0.41400, 5.68510, -0.29316], [1.77374, 5.50784, -0.07461], [2.26711, 4.25330, 0.24179], [4.03831, 0.94643, -1.36226], [2.94824, -0.63725, -4.20858], [5.22549, -0.07747, -4.98529], [6.79093, 1.03122, -3.42715], [7.34136, 1.88283, -1.32366], [6.74228, 2.54221, 0.97777], [4.44166, 2.29185, 1.74795], [2.98371, -0.64646, 2.40260], [3.51832, -0.80881, 4.79872], [3.27888, 1.17012, 6.26224], [2.50486, 3.32024, 5.32708], [1.96773, 3.50248, 2.92576], [-0.65233, 2.51503, 0.21786], [-1.51463, 4.75040, -0.36516], [0.03428, 6.66451, -0.55254], [2.45274, 6.34559, -0.15810], [3.33019, 4.12802, 0.39545], [-2.29059, -0.16620, -0.63227], [-2.31715, -1.50833, -0.72961], [-1.46659, -1.98031, 0.21623], [-3.74857, -2.01888, -0.40969], [-3.72899, -3.34288, -0.34399], [-4.14907, -1.51519, 0.73991], [-4.57073, -1.63077, -1.37763], [-3.18262, -3.58673, -6.72225], [-3.36254, -4.66683, -7.51468], [-4.06351, -4.84557, -8.72177], [-4.06582, -6.11535, -9.21168], [-3.42559, -7.21915, -8.54493], [-2.76553, -7.05858, -7.37497], [-2.73755, -5.74646, -6.82624], [-2.22134, -5.32646, -5.66383], [-2.48713, -4.01624, -5.60024], [-2.15272, -3.24597, -4.47952], [-1.51656, -3.87237, -3.36508], [-1.40933, -3.22261, -2.18949], [-1.84011, -1.91611, -2.03750], [-2.31386, -1.24581, -3.14165], [-2.44157, -1.85492, -4.34119], [-3.52502, -2.65994, -6.91471], [-4.59409, -4.04335, -9.21453], [-4.57804, -6.30889, -10.14538], [-3.47754, -8.19768, -9.00179], [-2.26623, -7.87527, -6.87350], [-1.14036, -4.87975, -3.46647], [-0.95808, -3.66905, -1.31536], [-2.53917, -0.19902, -2.99362], [-2.75623, -1.25586, -5.18380], [-4.75661, 4.30887, 4.31762], [-3.43339, 3.59360, 4.57131], [-2.56784, 3.43877, 3.32119], [-3.11036, 2.44809, 2.29775], [-3.20876, 1.07549, 2.83012], [-2.18349, 0.24169, 3.05215], [-0.34724, 0.63958, 2.80292], [-2.64484, -0.88405, 3.61644], [-1.82207, -2.00060, 4.12342], [-1.10808, -1.65936, 5.42738], [-2.03112, -1.27078, 6.58188], [-2.81948, -2.44431, 7.15536], [-4.02746, -0.78166, 3.75242], [-4.97857, -1.67731, 4.24155], [-6.29149, -1.26386, 4.20630], [-6.65482, -0.00102, 3.69968], [-5.71535, 0.88007, 3.21308], [-4.38584, 0.46038, 3.25029], [-5.28626, 4.49268, 5.25121], [-5.42993, 3.73520, 3.67811], [-4.58964, 5.27592, 3.83893], [-3.61249, 2.61179, 5.02280], [-2.86227, 4.16344, 5.30544], [-1.55748, 3.13123, 3.59658], [-2.47862, 4.40521, 2.81650], [-2.47325, 2.40958, 1.41436], [-4.11286, 2.72559, 1.97780], [-1.10200, -2.25191, 3.34592], [-2.49379, -2.84760, 4.24853], [-0.39408, -0.85771, 5.22695], [-0.52353, -2.53941, 5.70929], [-2.71177, -0.47314, 6.26477], [-1.41513, -0.84218, 7.37358], [-3.52510, -2.86621, 6.43781], [-3.39683, -2.13930, 8.02705], [-2.14830, -3.24593, 7.46888], [-4.71045, -2.64864, 4.63036], [-7.06329, -1.92309, 4.57949], [-7.69839, 0.28264, 3.69259], [-6.00599, 1.84483, 2.82358]],
  "mulliken_charge": [-0.3897, 0.3755, 0.6321, -0.8163, -0.9711, -0.9012, 0.9663, -0.7820, -1.4045, -0.5562, 1.2612, 1.1571, -0.4404, -0.2610, -0.9506, -0.4866, -1.0270, 0.1825, 0.8691, -0.0012, -0.7394, -0.6575, -0.8446, -0.1792, -0.0216, 0.3926, 0.4283, 0.4235, 0.4474, 0.4757, 0.6439, 0.4593, 0.4819, 0.4547, 0.4948, 0.4707, 0.1640, 0.4851, 0.4427, 0.4648, 0.4362, -0.2899, 0.0250, -0.3493, 0.5854, -0.2433, -0.0437, -0.2501, 0.0188, 0.8190, -1.0092, -0.3878, -0.5288, -0.7913, 0.7624, -0.4940, -0.3077, 1.2743, -0.8408, -0.4199, 0.8887, -0.4716, -1.0312, 0.1923, 0.4047, 0.4154, 0.4178, 0.4599, 0.5907, 0.5846, 0.5216, 0.4257, -1.2167, -0.2229, -0.1168, -0.6755, 0.9495, -0.3383, -0.3518, 0.9973, -1.1745, -0.2373, -0.1883, -1.2275, 0.6396, -0.8639, -1.0165, -0.9575, -0.8729, 1.2856, 0.4048, 0.1701, 0.3418, -0.0084, 0.4776, -0.1070, 0.6119, -0.5489, 0.6414, 0.1149, 0.6791, -0.1468, 0.6709, -0.0597, 0.4822, 0.1917, 0.3976, 0.3534, 0.4391, 0.4707, 0.4648, 0.4407],
  "e_lumo_ev": [-8.804, -8.804],
  "largest_force_ev_per_a": 0.8,
  "total_charge": 3
}